Record 1
Entry from the Open Molecules 2025 dataset: 9 unconnected molecules or ions with the total composition C27H50O27 in a non-equilibrium geometry (wB97M-V/def2-TZVPD).

- energy above the lowest of the compared OMol25 structures with the same formula, charge and spin (kJ/mol) = 0.00
- LUMO level (eV) = 0.2
- charge = 0
- Kohn-Sham gap (eV) = 10.9
- HOMO level (eV) = -10.67
- SMILES = COC(=O)OC.COC(=O)OC.COC(=O)OC.COC(=O)OC.COC(=O)OC.COC(=O)OC.COC(=O)OC.O=C1OCCO1.O=C1OCCO1

Atoms and positions in Å:
1 C 4.91 0.89 0.61
2 C 5.03 2.06 -0.33
3 O 6.44 2.15 -0.51
4 C 7.04 1.59 0.58
5 O 8.21 1.62 0.78
6 O 6.12 1.01 1.37
7 H 4.93 -0.05 0.04
8 H 4.04 0.82 1.26
9 H 4.59 2.98 0.09
10 H 4.51 1.92 -1.28
11 C 0.09 1.60 0.71
12 C -0.83 0.52 0.10
13 O 0.09 -0.15 -0.77
14 C 1.34 0.01 -0.33
15 O 2.27 -0.60 -0.77
16 O 1.41 1.03 0.54
17 H -0.03 1.63 1.79
18 H -0.02 2.59 0.27
19 H -1.68 0.86 -0.47
20 H -1.20 -0.12 0.90
21 C -0.38 -5.69 0.85
22 O 1.02 -5.46 0.93
23 C 1.39 -4.22 1.22
24 O 0.65 -3.29 1.43
25 O 2.72 -4.16 1.21
26 C 3.25 -2.92 1.67
27 H -0.88 -4.86 0.37
28 H -0.79 -5.89 1.83
29 H -0.52 -6.57 0.22
30 H 3.23 -2.19 0.87
31 H 4.27 -3.09 2.00
32 H 2.74 -2.56 2.56
33 C 1.70 -5.38 -6.39
34 O 1.56 -4.96 -5.05
35 C 2.55 -4.20 -4.57
36 O 3.58 -3.95 -5.15
37 O 2.22 -3.80 -3.35
38 C 3.20 -3.03 -2.68
39 H 1.47 -4.56 -7.08
40 H 0.96 -6.15 -6.58
41 H 2.70 -5.75 -6.58
42 H 4.18 -3.49 -2.79
43 H 2.96 -2.98 -1.63
44 H 3.34 -2.03 -3.09
45 C -2.68 6.80 -0.90
46 O -2.26 6.01 -2.00
47 C -1.90 4.76 -1.71
48 O -1.74 4.30 -0.60
49 O -1.72 4.10 -2.84
50 C -1.36 2.73 -2.68
51 H -2.83 7.81 -1.30
52 H -1.99 6.82 -0.07
53 H -3.66 6.46 -0.56
54 H -2.18 2.19 -2.22
55 H -0.44 2.64 -2.09
56 H -1.17 2.32 -3.66
57 C -2.11 -0.60 3.68
58 O -2.14 0.56 2.86
59 C -3.29 1.24 2.82
60 O -4.28 0.99 3.44
61 O -3.10 2.28 2.01
62 C -4.28 2.99 1.62
63 H -2.79 -1.37 3.32
64 H -2.40 -0.37 4.71
65 H -1.08 -0.95 3.69
66 H -3.98 3.69 0.85
67 H -4.71 3.54 2.45
68 H -5.01 2.29 1.22
69 C 2.27 1.17 -3.39
70 O 1.02 0.53 -3.64
71 C 1.03 -0.46 -4.54
72 O 1.98 -0.88 -5.14
73 O -0.23 -0.90 -4.65
74 C -0.43 -1.99 -5.53
75 H 2.07 1.81 -2.53
76 H 2.56 1.85 -4.19
77 H 3.07 0.46 -3.19
78 H -1.42 -2.37 -5.29
79 H 0.28 -2.80 -5.42
80 H -0.47 -1.64 -6.57
81 C -2.69 -0.88 -2.40
82 O -3.71 -0.50 -1.48
83 C -3.99 -1.38 -0.51
84 O -3.44 -2.43 -0.34
85 O -4.96 -0.87 0.24
86 C -5.43 -1.67 1.32
87 H -2.36 0.03 -2.89
88 H -3.03 -1.58 -3.15
89 H -1.84 -1.33 -1.90
90 H -6.33 -1.20 1.70
91 H -4.68 -1.71 2.10
92 H -5.60 -2.69 0.97
93 C -0.13 1.86 9.19
94 O 0.10 2.81 8.15
95 C -0.22 2.39 6.92
96 O -0.15 1.25 6.53
97 O -0.60 3.43 6.19
98 C -0.79 3.13 4.80
99 H -1.15 1.49 9.20
100 H 0.07 2.41 10.11
101 H 0.57 1.03 9.15
102 H 0.04 2.57 4.39
103 H -0.93 4.09 4.31
104 H -1.72 2.58 4.67

Record 2
Entry from the Open Molecules 2025 dataset: a molecular structure, C27H50P2Tc in a non-equilibrium geometry (wB97M-V/def2-TZVPD).

- energy above the lowest of the compared OMol25 structures with the same formula, charge and spin (kJ/mol) = 710.18
- LUMO level (spin up / spin down) (eV) = -7.0 / -7.9
- charge = +2
- multiplicity = 4
- Kohn-Sham gap (spin up / spin down) (eV) = 5.9 / 5.3
- ⟨S²⟩ = 3.85
- HOMO level (spin up / spin down) (eV) = -12.94 / -13.15

Atoms and positions in Å:
1 Tc 0.95 -0.62 0.40
2 C -1.34 2.56 -1.20
3 C -1.20 1.48 -2.10
4 C -3.30 1.37 -1.13
5 C -2.61 2.49 -0.57
6 C -2.39 0.72 -2.02
7 C -0.39 3.68 -1.06
8 H 0.53 3.47 -1.63
9 H -0.14 3.86 0.02
10 H -0.84 4.62 -1.45
11 C -3.20 3.54 0.30
12 H -2.53 4.41 0.31
13 H -3.35 3.19 1.34
14 H -4.18 3.85 -0.11
15 C -4.77 1.17 -1.12
16 H -5.24 1.98 -1.71
17 H -5.19 1.23 -0.10
18 H -5.04 0.21 -1.59
19 C -2.71 -0.43 -2.91
20 H -3.27 -0.06 -3.78
21 H -3.32 -1.19 -2.39
22 H -1.79 -0.92 -3.28
23 C -0.04 1.18 -2.99
24 H -0.34 1.26 -4.04
25 H 0.34 0.18 -2.79
26 H 0.78 1.88 -2.80
27 C 2.26 -1.48 1.71
28 C 3.22 -0.53 1.29
29 C 4.20 -0.77 0.19
30 C 3.60 -1.66 -0.93
31 C 2.04 -1.73 -1.03
32 C 1.41 -3.12 -0.71
33 C 1.67 -3.76 0.66
34 C 2.60 -3.02 1.64
35 H 5.12 -1.23 0.59
36 H 3.99 -2.67 -0.81
37 H 4.56 0.18 -0.25
38 H 3.67 -3.17 1.38
39 H 1.69 -1.18 2.61
40 H 3.47 0.33 1.96
41 H 2.45 -3.40 2.67
42 H 0.75 -3.93 1.22
43 H 1.66 -3.81 -1.51
44 H 2.06 -4.78 0.50
45 H 4.05 -1.31 -1.87
46 H 1.91 -1.66 -2.15
47 P 1.79 3.24 0.83
48 C 2.32 3.03 2.58
49 C 3.29 3.07 -0.30
50 P -0.53 -2.82 -1.08
51 C 1.37 1.41 0.82
52 C -0.58 -3.30 -2.82
53 C -1.47 -4.18 -0.33
54 H 1.44 2.70 3.14
55 H 2.65 3.96 3.03
56 H 3.08 2.24 2.67
57 H 3.49 2.04 -0.66
58 H 4.19 3.43 0.20
59 H 3.09 3.67 -1.20
60 H -0.87 -4.69 0.42
61 H -1.78 -4.85 -1.14
62 H -2.38 -3.79 0.16
63 H 1.45 1.25 1.91
64 H 2.38 1.26 0.35
65 H -1.53 -3.04 -3.30
66 H -0.41 -4.38 -2.82
67 H 0.23 -2.82 -3.36
68 C -3.05 0.36 2.24
69 C -1.53 0.26 2.11
70 C -0.91 0.35 3.51
71 C -1.02 -1.01 1.41
72 H -3.43 -0.52 2.76
73 H -3.53 0.42 1.26
74 H -3.33 1.26 2.80
75 H -1.19 1.12 1.52
76 H -1.10 -0.60 4.02
77 H 0.18 0.46 3.50
78 H -1.35 1.16 4.12
79 H -1.00 -1.79 2.21
80 H -1.78 -1.32 0.67

Record 3
Entry from the Open Molecules 2025 dataset: a molecular structure, C27H51AlN4O14 in a non-equilibrium geometry (wB97M-V/def2-TZVPD).

- LUMO level (spin up / spin down) (eV) = -12.3 / -12.6
- charge = +3
- multiplicity = 2
- Kohn-Sham gap (spin up / spin down) (eV) = 2.6 / 2.3
- ⟨S²⟩ = 1.78
- HOMO level (spin up / spin down) (eV) = -14.90 / -14.90

Atoms and positions in Å:
1 Al 9.54 -23.33 -2.28
2 N 13.34 -25.67 -4.57
3 H 12.80 -25.13 -5.23
4 H 13.69 -25.14 -3.79
5 H 13.94 -26.33 -5.05
6 H 12.55 -26.22 -4.26
7 C 10.29 -22.90 -6.73
8 C 11.19 -23.87 -5.97
9 O 11.90 -24.49 -6.71
10 O 11.05 -24.04 -4.73
11 H 9.32 -23.10 -6.27
12 H 10.42 -23.07 -7.80
13 H 10.72 -21.92 -6.53
14 C 6.85 -24.42 -4.76
15 O 7.70 -25.14 -3.99
16 H 7.34 -23.45 -4.84
17 H 6.77 -24.85 -5.76
18 H 5.86 -24.24 -4.34
19 C 9.88 -18.73 0.31
20 C 9.75 -19.63 -0.87
21 C 11.13 -19.81 -1.62
22 O 10.99 -20.88 -2.64
23 C 12.02 -20.88 -3.57
24 N 9.36 -20.95 -0.40
25 H 10.52 -19.20 1.05
26 H 8.91 -18.57 0.79
27 H 10.31 -17.79 -0.02
28 H 8.97 -19.29 -1.55
29 H 11.94 -20.07 -0.93
30 H 11.43 -18.90 -2.15
31 H 12.76 -21.52 -3.10
32 H 12.48 -19.91 -3.78
33 H 11.68 -21.32 -4.51
34 H 8.45 -20.83 0.03
35 H 10.01 -20.97 0.37
36 C 8.25 -19.15 -6.04
37 C 8.22 -19.57 -4.55
38 C 6.91 -19.00 -3.85
39 O 7.07 -17.65 -3.64
40 C 6.10 -17.10 -2.78
41 N 8.53 -20.96 -4.40
42 H 8.49 -18.09 -6.10
43 H 7.35 -19.28 -6.64
44 H 9.07 -19.69 -6.50
45 H 9.06 -19.15 -4.00
46 H 6.79 -19.43 -2.86
47 H 5.97 -19.11 -4.40
48 H 5.71 -16.13 -3.11
49 H 6.59 -16.95 -1.82
50 H 5.21 -17.71 -2.68
51 H 8.56 -21.41 -5.30
52 H 7.65 -21.23 -3.97
53 C 8.29 -27.43 -8.15
54 C 9.63 -28.18 -7.78
55 C 10.41 -28.35 -9.05
56 O 11.61 -29.19 -8.82
57 C 12.53 -29.03 -9.88
58 N 10.30 -27.33 -6.92
59 H 8.61 -26.39 -8.25
60 H 7.62 -27.52 -7.29
61 H 7.75 -27.81 -9.02
62 H 9.34 -29.15 -7.38
63 H 10.59 -27.38 -9.51
64 H 9.77 -28.86 -9.76
65 H 12.14 -29.31 -10.85
66 H 13.23 -29.73 -9.41
67 H 13.03 -28.06 -9.94
68 H 10.36 -26.38 -7.27
69 H 11.25 -27.66 -7.03
70 C 6.56 -23.72 -8.76
71 C 5.76 -22.68 -8.46
72 C 4.25 -22.62 -8.59
73 O 3.62 -21.71 -8.11
74 C 3.77 -23.79 -9.42
75 C 4.55 -24.83 -9.72
76 C 6.03 -24.82 -9.54
77 O 6.82 -25.58 -10.10
78 O 4.01 -25.89 -10.42
79 O 6.33 -21.61 -7.78
80 H 7.60 -23.65 -8.47
81 H 2.74 -23.89 -9.73
82 H 4.48 -26.71 -10.57
83 H 5.59 -21.02 -7.59
84 C 12.39 -21.72 -10.52
85 C 12.43 -22.85 -9.87
86 C 12.02 -24.16 -10.33
87 O 11.85 -25.14 -9.58
88 C 11.63 -24.06 -11.77
89 C 11.71 -22.92 -12.53
90 C 12.03 -21.64 -11.99
91 O 12.15 -20.59 -12.59
92 O 11.30 -22.97 -13.82
93 O 12.94 -22.88 -8.54
94 H 12.62 -20.79 -10.02
95 H 11.40 -24.94 -12.35
96 H 11.21 -22.10 -14.20
97 H 12.56 -23.58 -8.02

Number 1: energy -84092.9037 eV. Number 2: energy -49562.9718 eV. Number 3: energy -70011.0887 eV.